[1]
The following is a DFT calculation (the ωB97M-V functional and the def2-TZVPD basis) of C5H8N2O in the gas phase.

ORCA input file:
```
! RIJCOSX wB97M-V def2-TZVPD def2/J DEFGRID3
* xyz 0 1
C -0.110 -1.062 -1.397
C 0.284 0.241 -1.989
C -0.968 0.661 1.425
C 0.298 -1.186 -0.047
C 0.155 0.475 0.423
O -0.517 0.867 -0.982
N 0.714 -2.150 0.641
N 1.327 1.060 0.525
H -0.941 -1.614 -1.816
H 0.805 -1.902 1.629
H 1.464 1.490 1.437
H 1.336 0.511 -1.895
H -0.126 0.448 -2.975
H -1.865 0.121 1.124
H -1.211 1.723 1.490
H -0.646 0.317 2.408
*
```

maximum force = 2.70 eV/A
energy relative to the best compared isomer or geometry (same formula, charge and spin) = 126.7 kcal/mol

Mulliken population analysis, charges in e, atoms 1 to 5: number 1, C, carries -0.459; number 2, C, carries -0.373; number 3, C, carries -1.346; number 4, C, carries 0.475; number 5, C, carries 0.987

---

[2]
The following is a DFT calculation (the ωB97M-V functional and the def2-TZVPD basis) of a molecular structure, C5H8N2O.

ORCA input file:
```
! RIJCOSX wB97M-V def2-TZVPD def2/J DEFGRID3
* xyz 0 1
C -1.362 0.490 -0.195
C -2.646 -0.277 -0.184
C 0.694 -1.217 -0.093
C 1.910 -0.438 0.098
C 0.978 0.833 0.029
H -0.420 2.017 0.035
H -3.642 0.477 -0.737
H 0.630 -2.223 -0.636
H 0.588 -1.684 0.879
H 2.925 -0.606 -0.642
H 2.500 -0.485 1.062
H 0.420 1.342 1.020
H 1.571 1.459 -0.573
N -1.477 1.785 0.230
N -0.117 -0.020 -0.572
O -2.552 -1.453 0.279
*
```

maximum force = 5.50 eV/A
energy relative to the best compared isomer or geometry (same formula, charge and spin) = 144.3 kcal/mol

Mulliken population analysis, charges in e, atoms 1 to 5: number 1, C, carries 0.564; number 2, C, carries 0.072; number 3, C, carries -0.347; number 4, C, carries -0.552; number 5, C, carries -0.800

---

[3]
The following is a DFT calculation (the ωB97M-V functional and the def2-TZVPD basis) of C5H8N2O in the gas phase.

ORCA input file:
```
! RIJCOSX wB97M-V def2-TZVPD def2/J DEFGRID3
* xyz 0 1
C 1.165 1.207 -0.567
C 0.250 -0.058 -0.254
C 1.070 -1.126 0.463
O 1.160 -2.259 0.001
C -0.716 0.394 0.857
C -1.926 -0.472 0.442
N -1.795 -0.956 -0.722
N -0.629 -0.594 -1.228
H 1.693 1.250 -1.565
H 1.939 1.305 0.235
H 0.509 2.218 -0.549
H 1.810 -0.885 1.304
H -0.352 0.349 1.851
H -0.992 1.446 0.600
H -2.854 -0.505 0.960
H -0.330 -1.313 -1.830
*
```

maximum force = 3.69 eV/A
energy relative to the best compared isomer or geometry (same formula, charge and spin) = 59.3 kcal/mol

Mulliken population analysis, charges in e, atoms 1 to 5: number 1, C, carries -1.238; number 2, C, carries 1.090; number 3, C, carries -0.306; number 4, O, carries -0.491; number 5, C, carries -0.915

---

[4]
The following is a DFT calculation (the ωB97M-V functional and the def2-TZVPD basis) of 2 unconnected molecules or ions with the total composition C5H8N2O.

ORCA input file:
```
! RIJCOSX wB97M-V def2-TZVPD def2/J DEFGRID3
* xyz 0 1
H 1.776 -0.020 -1.470
N 0.825 -0.210 -1.794
C -0.055 0.464 -1.198
C -1.433 0.272 -1.517
N -2.550 0.154 -1.736
C 0.189 1.510 -0.119
O 1.557 1.752 0.075
H -0.195 1.116 0.830
H -0.362 2.428 -0.364
H 1.919 2.208 -0.694
C -0.422 -1.980 0.804
C -0.136 -1.240 1.854
H 0.342 -2.461 0.219
H -1.432 -2.142 0.477
H 0.882 -1.082 2.181
H -0.903 -0.769 2.453
*
```

maximum force = 1.33 eV/A
energy relative to the best compared isomer or geometry (same formula, charge and spin) = 56.9 kcal/mol

Mulliken population analysis, charges in e, atoms 1 to 5: number 1, H, carries 0.284; number 2, N, carries -0.677; number 3, C, carries 0.607; number 4, C, carries 0.228; number 5, N, carries -0.398

---

[5]
The following is a DFT calculation (the ωB97M-V functional and the def2-TZVPD basis) of C5H8N2O2 in the gas phase.

ORCA input file:
```
! RIJCOSX wB97M-V def2-TZVPD def2/J DEFGRID3
* xyz 0 1
H 1.813 1.710 2.975
N 1.014 1.026 3.137
C 0.665 0.688 1.957
N 1.267 0.994 0.638
C 0.396 0.674 -0.455
O -0.053 1.696 -1.224
C -0.175 -0.601 -0.621
C 0.039 -1.587 0.256
C -1.191 -0.854 -1.825
O -2.058 0.226 -1.984
H -0.069 -0.061 1.535
H 1.494 1.981 0.479
H -0.301 -2.578 0.143
H 0.865 -1.612 1.124
H -1.666 -1.740 -1.407
H -0.683 -1.026 -2.746
H -1.356 1.063 -1.982
*
```

maximum force = 7.13 eV/A
energy relative to the best compared isomer or geometry (same formula, charge and spin) = 100.4 kcal/mol

Mulliken population analysis, charges in e, atoms 1 to 5: number 1, H, carries 0.261; number 2, N, carries -0.599; number 3, C, carries -0.018; number 4, N, carries -0.291; number 5, C, carries 0.692

---

[6]
The following is a DFT calculation (the ωB97M-V functional and the def2-TZVPD basis) of C5H8N2O2 in the gas phase.

ORCA input file:
```
! RIJCOSX wB97M-V def2-TZVPD def2/J DEFGRID3
* xyz 0 1
C 0.447 1.649 0.256
N 1.557 1.375 -0.323
O 1.594 0.041 -0.898
C 1.969 -1.011 0.019
O 0.841 -1.221 0.836
N -0.107 -1.960 0.086
C -1.091 -1.232 -0.393
C -1.484 0.136 -0.524
C -0.896 0.959 0.528
H 0.460 2.759 0.624
H 2.692 -0.642 0.812
H 2.285 -1.843 -0.533
H -1.839 -1.777 -0.916
H -2.615 0.298 -0.282
H -1.407 0.378 -1.673
H -1.539 1.768 0.893
H -0.867 0.324 1.490
*
```

maximum force = 4.66 eV/A
energy relative to the best compared isomer or geometry (same formula, charge and spin) = 152.1 kcal/mol

Mulliken population analysis, charges in e, atoms 1 to 5: number 1, C, carries 0.094; number 2, N, carries -0.533; number 3, O, carries -0.261; number 4, C, carries -0.080; number 5, O, carries -0.214

---

[7]
The following is a DFT calculation (the ωB97M-V functional and the def2-TZVPD basis) of a molecular structure, C5H8N2O2S.

ORCA input file:
```
! RIJCOSX wB97M-V def2-TZVPD def2/J DEFGRID3
* xyz 0 1
C 0.221 -1.298 -0.935
C -0.937 -2.041 -0.978
C -2.417 1.228 -0.665
C -1.174 0.221 0.467
C 0.862 1.026 -0.362
N -1.295 0.478 1.775
N 0.193 -0.194 0.090
O -2.138 1.006 -1.764
O -2.992 1.872 0.136
S -2.141 -2.134 0.183
H 0.930 -1.135 -1.689
H -0.988 -2.781 -1.670
H 0.282 1.349 -1.106
H 0.896 1.872 0.375
H 1.992 0.796 -0.517
H -0.841 -0.059 2.388
H -1.837 1.277 2.030
H 0.519 -0.550 0.997
*
```

maximum force = 5.75 eV/A
energy relative to the best compared isomer or geometry (same formula, charge and spin) = 118.9 kcal/mol

Mulliken population analysis, charges in e, atoms 1 to 5: number 1, C, carries -0.513; number 2, C, carries -0.267; number 3, C, carries 0.781; number 4, C, carries -0.210; number 5, C, carries -1.065

---

[8]
The following is a DFT calculation (the ωB97M-V functional and the def2-TZVPD basis) of C5H8N2O3 in the gas phase.

ORCA input file:
```
! RIJCOSX wB97M-V def2-TZVPD def2/J DEFGRID3
* xyz 0 1
C -0.150 -1.150 1.432
C -0.389 -0.255 0.152
N -1.860 -0.406 -0.100
O -2.118 -0.885 -1.186
O -2.602 -0.150 0.761
C 0.453 -0.633 -1.125
C 1.508 0.514 -1.145
N 1.064 1.580 -0.286
C 0.020 1.157 0.375
O -0.534 2.041 1.222
H 0.137 -2.239 1.202
H -0.922 -1.042 2.150
H 0.884 -0.720 1.815
H -0.222 -0.469 -1.962
H 0.944 -1.529 -1.216
H 2.433 0.198 -0.870
H 1.588 0.979 -2.178
H -0.231 3.009 0.958
*
```

maximum force = 4.53 eV/A
energy relative to the best compared isomer or geometry (same formula, charge and spin) = 99.5 kcal/mol

Mulliken population analysis, charges in e, atoms 1 to 5: number 1, C, carries -1.419; number 2, C, carries 1.341; number 3, N, carries 0.928; number 4, O, carries -0.642; number 5, O, carries -0.576

---

[9]
The following is a DFT calculation (the ωB97M-V functional and the def2-TZVPD basis) of 2 unconnected molecules or ions with the total composition C5H8N2O3.

ORCA input file:
```
! RIJCOSX wB97M-V def2-TZVPD def2/J DEFGRID3
* xyz 0 1
O 2.526 0.185 0.914
C 1.376 0.191 1.259
C 0.223 0.282 0.326
C -0.899 0.518 0.946
N -1.127 0.866 2.257
C -0.097 0.782 3.193
O -0.116 0.838 4.446
N 1.061 0.274 2.597
H 0.268 0.101 -0.720
H -1.757 0.727 0.425
H -2.090 0.915 2.669
H 1.798 0.226 3.228
C -0.280 -0.809 -3.890
O -0.072 -0.986 -2.519
H -0.412 0.279 -4.047
H 0.585 -1.126 -4.480
H -1.158 -1.369 -4.268
H 0.171 -1.894 -2.336
*
```

maximum force = 3.54 eV/A
energy relative to the best compared isomer or geometry (same formula, charge and spin) = 11.3 kcal/mol

Mulliken population analysis, charges in e, atoms 1 to 5: number 1, O, carries -0.597; number 2, C, carries 0.427; number 3, C, carries -0.510; number 4, C, carries -0.278; number 5, N, carries -0.143

---

[10]
The following is a DFT calculation (the ωB97M-V functional and the def2-TZVPD basis) of 2 unconnected molecules or ions with the total composition C5H8N2O4S2.

ORCA input file:
```
! RIJCOSX wB97M-V def2-TZVPD def2/J DEFGRID3
* xyz 0 1
C -1.342 0.822 -0.455
C 3.418 2.259 -0.444
C -2.330 -0.217 -0.712
C 0.206 -0.727 -1.194
C 0.060 -2.154 1.560
N -0.140 0.376 -0.535
N -1.664 2.123 -0.267
O 4.511 1.887 -0.641
O 2.352 2.650 -0.326
O 2.071 -0.422 0.837
O 2.116 -2.736 -0.101
S -1.367 -1.649 -1.385
S 1.323 -1.566 0.313
H -2.816 -0.657 0.129
H -3.001 0.253 -1.381
H -0.892 -2.547 1.266
H 0.513 -2.555 2.383
H -0.075 -1.150 1.912
H 0.705 0.852 -0.248
H -2.715 2.326 -0.259
H -0.933 2.831 -0.452
*
```

maximum force = 5.27 eV/A
energy relative to the best compared isomer or geometry (same formula, charge and spin) = 15.8 kcal/mol

Mulliken population analysis, charges in e, atoms 1 to 5: number 1, C, carries 0.450; number 2, C, carries 0.779; number 3, C, carries -0.831; number 4, C, carries -0.475; number 5, C, carries -1.086

---

Calculated total energy list, top to bottom, in a.u.: -379.8862 -379.8582 -379.9937 -379.9974 -455.1985 -455.1162 -853.3540 -530.4188 -530.5592 -1402.0668